[1]
Here is C8H15N2O as an isolated structure from the OMol25 dataset. Energies are from wB97M-V/def2-TZVPD.

Geometry as XYZ:
```
26
Properties=species:S:1:pos:R:3:forces:R:3:mulliken_charge:R:1
C -0.04512 -3.11906 -0.40690 -0.95 -0.86 -2.71 -0.443
C -1.65823 0.98801 0.58021 -0.75 -0.38 -0.33 -0.758
C 0.76220 -2.09079 0.37460 -2.61 -0.52 2.32 -0.505
C -0.98618 -1.92825 -0.87822 -1.63 -1.92 1.49 -0.653
C 0.99248 2.56407 -0.79421 -0.49 0.84 -1.24 -0.285
C 1.97585 1.48939 -0.52724 0.68 -0.05 0.71 -0.328
C -0.99047 1.42108 1.92231 -1.06 -2.00 -0.40 -0.459
C -0.37980 0.21782 0.35126 -0.02 -0.66 0.60 0.676
N -0.26671 -1.09713 0.07033 -0.48 1.88 0.65 0.292
N 0.63911 1.15725 -0.97159 -1.32 -1.20 1.82 -0.177
O 0.19132 0.73300 1.49255 1.98 -0.31 -0.63 -0.475
H 0.44636 -3.69641 -1.29807 -0.62 1.24 1.85 0.282
H -0.65660 -3.82948 0.13270 0.32 -0.12 0.46 0.287
H -2.58183 0.42667 0.67682 -0.02 -0.11 -0.49 0.328
H -1.70061 1.82099 -0.15643 -0.48 -0.50 0.78 0.273
H 0.71017 -2.17954 1.48067 1.04 -0.46 -0.70 0.271
H 1.67748 -1.97630 -0.07402 2.45 0.82 -0.56 0.290
H -0.73730 -1.56784 -1.80301 0.24 0.47 -2.86 0.333
H -2.14573 -2.12697 -0.83103 2.24 0.79 0.39 0.243
H 0.60045 2.98574 0.15024 0.04 -0.23 -0.77 0.165
H 0.84282 3.19872 -1.71044 0.79 -0.65 1.13 0.271
H 2.68196 1.05495 -1.19575 0.86 0.65 -0.50 0.327
H 2.22380 1.35930 0.54196 -0.41 -0.18 -0.72 0.152
H -1.08694 2.44218 1.80105 1.27 2.53 0.87 0.260
H -1.16711 1.04328 2.95654 -0.82 0.32 -1.08 0.319
H 0.65864 0.70933 -1.88430 -0.23 0.62 -0.08 0.313
```
Forces are in eV/Å.

2S+1: 1
total charge: +1
energy relative to the best compared isomer or geometry (same formula, charge and spin): 515.7 kJ/mol
LUMO level: -2.577 eV


[2]
Here is a 2-piece molecular cluster, C5H15N2O overall from the OMol25 dataset. Energies are from wB97M-V/def2-TZVPD.

Geometry as XYZ:
```
23
Properties=species:S:1:pos:R:3:forces:R:3:mulliken_charge:R:1
C -2.05535 -0.15894 -0.20972 1.90 -1.96 -1.70 -0.699
C -0.99266 -0.87461 -1.19553 -2.57 1.40 1.06 -0.756
C -0.16053 0.17385 -1.92545 1.86 -0.85 -0.04 -0.531
N 2.44911 1.14880 0.58635 0.12 -0.20 -0.93 -0.483
C 1.42857 1.22931 -0.39712 2.78 -1.58 0.33 -0.670
C 1.22299 0.21318 -1.26337 -1.67 1.16 -0.80 -0.068
N -1.30504 0.27551 1.02296 -0.13 0.00 -0.97 0.054
H -2.80364 -0.92424 -0.09863 -0.49 0.16 1.16 0.349
H -2.46471 0.66599 -0.77971 -0.01 0.40 0.50 0.440
H -0.47924 -1.70184 -0.69971 0.35 0.38 0.08 0.375
H -1.66150 -1.35228 -1.89347 -0.19 -0.26 -0.44 0.450
H -0.54895 1.21922 -1.87045 -0.25 -1.00 -0.53 0.290
H -0.06672 -0.28850 -2.92074 -0.01 1.14 -0.14 0.326
H 3.14577 0.42980 0.33122 -0.40 0.69 0.52 0.229
H 2.86042 2.05959 0.73101 0.42 -0.13 0.20 0.249
H 1.06691 2.24179 -0.41814 -1.33 -0.08 -0.19 0.375
H 1.89050 -0.60004 -1.60838 -0.15 0.49 1.24 0.349
H -0.39018 0.54365 0.64726 0.40 0.38 0.10 -0.041
H -1.70912 1.08446 1.47577 -0.21 0.03 0.40 0.397
H -1.04850 -0.47004 1.68143 -0.28 -0.25 0.24 0.406
H 0.64194 -1.13935 3.52625 -0.23 0.12 -0.45 0.301
H 0.65320 -2.34268 2.62606 -0.19 0.06 -0.27 0.310
O 0.32673 -1.43262 2.65211 0.26 -0.10 0.65 -0.649
```
Forces are in eV/Å.

2S+1: 1
total charge: +1
energy relative to the best compared isomer or geometry (same formula, charge and spin): 186.9 kJ/mol
LUMO level: -2.825 eV


[3]
Here is C3H4OS as an isolated structure from the OMol25 dataset. Energies are from wB97M-V/def2-TZVPD.

Geometry as XYZ:
```
9
Properties=species:S:1:pos:R:3:forces:R:3:mulliken_charge:R:1
C 0.38757 -0.23972 0.83618 -0.46 0.25 -1.11 -0.391
C 1.20643 -0.01493 -0.19497 1.60 -2.27 0.84 -0.196
C -0.96911 0.24229 0.37743 0.55 -1.36 -1.21 -0.452
O -0.39141 -0.19016 -2.33237 -0.68 -1.90 -1.95 -0.547
S -0.03420 0.65208 -1.23298 -0.17 2.99 1.34 0.298
H 0.56422 -0.65742 1.77344 0.62 -0.46 1.61 0.385
H 2.29115 -0.39119 -0.33323 -1.98 1.16 0.01 0.315
H -1.79391 -0.52905 0.20487 1.26 1.14 0.23 0.307
H -1.26074 1.12810 0.90163 -0.73 0.45 0.25 0.280
```
Forces are in eV/Å.

2S+1: 1
energy relative to the best compared isomer or geometry (same formula, charge and spin): 225.2 kJ/mol
LUMO level: 0.891 eV